Record 1
Density functional theory data (ωB97M-V with the def2-TZVPD basis set) for a 2-piece molecular cluster, C21H40BCl2N3O15P2S2 overall.

Last column: Löwdin charge in e.
Positions of all 86 atoms, in Å:
C  4.5314  3.4228  -0.2928  -0.069
C  3.2994  3.4366  -1.2037  -0.226
O  2.0985  3.3854  -0.4115  -0.128
C  1.3468  2.2158  -0.6202  -0.211
C  2.0367  1.0506  0.0791  -0.125
C  1.3172  -0.2810  0.4576  -0.230
C  2.5558  -1.0096  1.0942  -0.040
C  2.6968  -2.5099  1.2370  -0.505
O  3.1852  -3.1545  0.3746  0.179
O  2.3463  -3.0809  2.4351  0.031
C  0.7353  -1.0885  -0.7648  -0.093
C  1.2298  -0.5975  -2.1408  -0.156
O  1.4479  -1.6971  -3.0093  -0.131
O  2.8057  -2.1227  -2.7262  0.005
C  -0.7777  -1.5866  -0.7666  -0.229
C  -1.3156  -1.5455  -2.2202  -0.032
C  -0.8333  -3.1461  -0.5385  -0.013
B  -0.3361  -4.1177  0.6084  -0.670
O  -1.1229  -4.4006  1.7115  0.132
O  0.8147  -4.8562  0.4454  0.162
C  -1.8574  -0.7251  0.1094  -0.223
C  -2.5548  -1.6918  1.0501  -0.150
C  -3.5745  -1.2619  2.1170  -0.255
C  -4.1460  -2.5484  2.7191  -0.553
Cl  -5.5252  -3.1318  1.7557  0.584
N  -2.8289  -0.0999  -0.8045  -0.049
C  -4.1816  -0.6295  -0.9569  -0.021
C  -2.6110  1.1318  -1.3306  -0.490
C  -3.7395  2.0640  -1.6649  0.032
O  -1.4524  1.5067  -1.5353  0.033
N  -1.1256  0.3989  0.8880  0.027
P  -2.0963  1.7027  1.7958  0.253
O  -3.5593  1.4760  1.2295  -0.188
O  -1.5763  3.0052  1.0719  -0.148
S  -2.1119  1.8965  3.6854  0.497
C  0.2108  0.0163  1.5824  -0.353
N  0.5675  1.3257  2.1346  0.003
C  1.1218  1.5754  3.1924  -0.826
S  1.8557  1.8849  4.5084  0.871
P  0.0969  -1.1336  3.0432  0.814
O  -0.9260  -0.8413  4.0611  -0.416
H  5.0158  4.3907  -0.2700  0.066
H  5.2351  2.6354  -0.5463  0.072
H  4.1941  3.2268  0.7271  0.062
H  3.3253  4.3456  -1.7894  0.089
H  3.3542  2.5976  -1.8979  0.119
H  1.2949  2.0468  -1.6944  0.122
H  0.3636  2.4692  -0.2548  0.078
H  2.6102  1.4303  0.9176  0.117
H  2.8411  0.7616  -0.5936  0.110
H  3.4232  -0.7651  0.4905  0.142
H  2.7811  -0.5451  2.0552  0.117
H  3.1447  -3.3575  2.9021  0.137
H  1.2785  -2.0318  -0.7402  0.123
H  2.2003  -0.1256  -2.0538  0.120
H  0.5850  0.1214  -2.6299  0.122
H  3.0216  -2.5954  -3.5405  0.111
H  -2.3112  -1.9762  -2.2660  0.095
H  -1.2811  -0.5737  -2.6919  0.084
H  -0.7104  -2.1943  -2.8436  0.094
H  -1.8457  -3.4847  -0.7614  0.120
H  -0.2520  -3.5372  -1.3731  0.123
H  -0.5698  -4.7147  2.4362  0.117
H  0.5973  -5.7947  0.4746  0.125
H  -1.7794  -2.1736  1.6295  0.061
H  -3.0086  -2.5002  0.4910  0.103
H  -4.4164  -0.7062  1.7322  0.071
H  -3.0746  -0.7580  2.9408  0.062
H  -3.4057  -3.3419  2.6921  0.063
H  -4.4566  -2.3902  3.7439  0.082
H  -4.1980  -1.7121  -0.9880  0.094
H  -4.8896  -0.2486  -0.2279  0.088
H  -4.5459  -0.3316  -1.9360  0.107
H  -3.7702  2.1916  -2.7427  0.111
H  -3.4841  3.0180  -1.2140  0.097
H  -4.6968  1.7666  -1.2628  0.076
H  -0.7265  0.9655  0.1081  0.098
H  -4.1380  2.0328  1.7739  0.108
H  -1.4951  2.9292  0.1028  0.067
H  1.3872  -1.1713  3.5544  0.039
H  -0.0832  -2.3938  2.4851  0.020
O  5.3320  4.9842  -2.6658  -0.401
Cl  4.8921  5.6597  -3.8768  0.634
O  4.8406  7.0785  -3.6391  -0.371
O  3.5677  5.1698  -4.2084  -0.396
O  5.8052  5.3647  -4.9490  -0.371

Force components x, y, z for each atom (eV/Å):
C -0.459 -0.155 0.515
C 0.838 0.206 0.358
O -0.235 -0.126 -0.179
C 0.596 0.751 0.031
C 0.068 -0.174 -0.712
C -0.017 -0.138 0.179
C -0.228 0.013 0.627
C 0.086 0.200 -0.205
O 0.404 -0.579 -0.607
O -0.203 0.516 0.682
C 0.142 -0.654 0.119
C 0.509 0.212 0.198
O 0.017 -0.065 -0.231
O -0.271 0.042 0.167
C -0.309 0.222 -0.578
C 0.334 -0.200 -0.319
C 0.519 0.020 0.152
B -0.096 -0.122 0.441
O 0.000 0.599 0.091
O -0.340 0.046 -0.614
C 0.336 -1.030 -0.751
C -0.236 0.417 0.935
C -0.035 -0.778 0.069
C 0.459 0.207 -0.043
Cl -0.212 -0.124 -0.098
N -0.849 0.794 0.794
C -0.211 -0.038 -0.360
C 0.445 -0.330 -0.505
C 0.029 -0.223 0.059
O 0.295 0.384 0.710
N 0.097 -0.648 -0.673
P -0.008 1.364 1.869
O -0.131 -0.214 -0.665
O 0.176 -0.402 -0.500
S 0.020 -0.190 -0.370
C 0.682 1.521 -0.350
N 0.161 -0.462 1.085
C -0.195 -0.389 -0.790
S 0.129 0.309 0.296
P -0.695 -0.767 0.483
O -0.208 0.146 -0.076
H 0.250 0.004 -0.226
H 0.234 0.114 -0.206
H -0.030 -0.066 0.111
H -0.357 0.055 -0.128
H -0.256 -0.072 -0.134
H -0.362 -0.227 -0.131
H -0.218 -0.171 0.161
H -0.354 0.134 0.347
H 0.017 -0.117 -0.097
H -0.097 -0.013 -0.323
H -0.132 0.051 0.136
H -0.014 -0.407 -0.156
H 0.024 -0.133 0.214
H 0.025 0.144 0.106
H -0.232 -0.100 -0.182
H -0.073 0.036 -0.098
H -0.174 0.159 0.015
H -0.276 0.184 0.081
H 0.179 -0.039 0.024
H -0.166 -0.029 0.079
H 0.116 0.155 -0.155
H -0.148 -0.461 -0.046
H 0.397 -0.098 0.377
H 0.144 -0.188 -0.155
H 0.049 0.052 -0.302
H 0.069 0.367 0.065
H -0.036 0.404 -0.084
H 0.053 -0.112 0.140
H -0.286 -0.049 0.041
H 0.113 -0.088 0.297
H 0.023 -0.128 0.262
H 0.068 0.047 -0.100
H -0.139 0.073 -0.118
H 0.098 0.186 -0.124
H -0.164 -0.091 -0.125
H -0.308 -0.039 -0.186
H -0.124 -0.141 0.105
H 0.042 0.249 -0.101
H 0.261 0.311 -0.258
H 0.343 -0.085 -0.327
O 0.149 0.051 -0.033
Cl -0.072 -0.116 0.071
O -0.003 0.030 -0.013
O -0.038 0.006 -0.028
O 0.003 -0.001 -0.031

Summary:
Molecular weight   782.36 g mol⁻¹
Charge   0
HOMO-LUMO gap   6.25 eV

=====

Record 2
Density functional theory data (ωB97M-V with the def2-TZVPD basis set) for C36H46CaN5O8S3Si as an isolated structure.

Last column: Löwdin charge in e.
Positions of all 100 atoms, in Å:
Ca  0.4307  0.0607  0.4308  1.354
O  -1.8824  1.8130  3.5487  -0.312
S  -0.7813  0.8752  3.5248  0.586
O  -0.4690  0.2230  4.7797  -0.323
N  -0.8938  -0.1540  2.3179  -0.238
C  -1.5852  -1.3384  2.4639  -0.261
C  -2.4338  -1.6431  3.5151  -0.029
C  -3.1160  -2.8695  3.6016  -0.085
C  -2.9837  -3.8322  2.6456  -0.073
C  -2.1371  -3.5756  1.5413  -0.166
C  -1.9552  -4.5279  0.5126  -0.022
C  -1.1268  -4.2649  -0.5373  -0.054
C  -0.4652  -3.0225  -0.5608  -0.137
N  -0.6190  -2.1164  0.3703  0.026
C  -1.4437  -2.3493  1.4335  -0.144
C  0.6730  1.8019  3.0395  -0.290
C  1.8038  1.6483  3.8279  -0.067
C  2.9519  2.3592  3.5117  -0.073
C  2.9676  3.2075  2.4155  -0.077
C  1.8258  3.3675  1.6421  -0.064
C  0.6643  2.6724  1.9530  -0.083
H  -2.5801  -0.9199  4.3031  0.096
H  -3.7623  -3.0343  4.4555  0.101
H  -3.5082  -4.7778  2.7044  0.099
H  -2.4890  -5.4696  0.5792  0.112
H  -0.9706  -4.9757  -1.3367  0.099
H  0.2126  -2.7654  -1.3705  0.106
H  1.7716  0.9591  4.6594  0.110
H  3.8450  2.2310  4.1101  0.105
H  3.8729  3.7411  2.1552  0.104
H  1.8297  4.0370  0.7915  0.090
H  -0.2300  2.7958  1.3517  0.092
N  5.6257  -6.0978  1.4772  0.085
C  5.0664  -4.8329  1.2786  -0.326
C  5.7440  -3.8721  0.5275  -0.033
C  5.2130  -2.6051  0.3682  -0.054
C  3.9984  -2.2844  0.9597  -0.278
C  3.3188  -3.2298  1.7139  -0.047
C  3.8519  -4.4950  1.8762  -0.030
S  3.2872  -0.7006  0.6631  0.543
O  2.3038  -0.5083  1.7321  -0.415
O  4.3865  0.2316  0.5692  -0.343
N  2.4102  -0.8197  -0.6419  -0.248
C  2.8364  -0.4501  -1.8912  -0.712
S  4.3687  0.2673  -2.2960  1.024
C  3.8985  0.2823  -3.9544  -0.431
C  2.6382  -0.1918  -4.0730  -0.281
N  2.0366  -0.6191  -2.9167  0.038
H  6.2577  -6.3938  0.7508  0.082
H  4.9618  -6.8179  1.7132  0.082
H  6.6967  -4.1208  0.0741  0.108
H  5.7420  -1.8563  -0.2069  0.105
H  2.3760  -2.9648  2.1753  0.116
H  3.3243  -5.2287  2.4747  0.110
H  4.5381  0.6728  -4.7285  0.050
H  2.0933  -0.2563  -5.0046  0.091
C  -5.1612  2.3351  0.1711  -0.033
C  -3.9414  3.1359  -0.2687  -0.642
C  -4.3637  4.3991  -1.0099  -0.030
C  -3.0846  3.4758  0.9459  -0.031
O  -3.2380  2.2961  -1.1871  -0.102
Si  -1.6568  2.2767  -1.6424  0.003
O  -0.7262  1.4210  -0.6995  -0.437
O  -1.1765  3.8587  -1.7559  -0.109
C  -0.0584  4.3735  -2.4744  -0.645
C  -0.5034  4.6941  -3.8973  -0.028
C  0.3523  5.6494  -1.7469  -0.031
C  1.1055  3.3850  -2.4888  -0.032
O  -1.6492  1.7402  -3.2107  -0.109
C  -2.2359  0.5611  -3.7501  -0.646
C  -1.4185  0.2208  -4.9923  -0.029
C  -2.1579  -0.5899  -2.7535  -0.041
C  -3.6827  0.8608  -4.1274  -0.028
H  -5.7795  2.9152  0.8600  0.082
H  -4.8398  1.4230  0.6753  0.088
H  -5.7633  2.0629  -0.6980  0.079
H  -4.9026  5.0759  -0.3415  0.082
H  -5.0149  4.1453  -1.8491  0.083
H  -3.4840  4.9148  -1.3967  0.074
H  -3.6549  4.0812  1.6554  0.092
H  -2.2038  4.0455  0.6490  0.077
H  -2.7717  2.5671  1.4650  0.067
H  -1.3156  5.4239  -3.8757  0.085
H  -0.8615  3.7909  -4.3896  0.074
H  0.3249  5.1114  -4.4769  0.082
H  -0.4765  6.3598  -1.7391  0.083
H  1.2118  6.1175  -2.2321  0.083
H  0.6145  5.4228  -0.7117  0.071
H  0.8416  2.4626  -3.0100  0.077
H  1.3958  3.1233  -1.4704  0.072
H  1.9676  3.8284  -2.9936  0.089
H  -0.3840  0.0288  -4.7031  0.065
H  -1.4414  1.0593  -5.6910  0.083
H  -1.8142  -0.6659  -5.4936  0.082
H  -1.1188  -0.7415  -2.4578  0.065
H  -2.5266  -1.5141  -3.2082  0.088
H  -2.7530  -0.3848  -1.8606  0.087
H  -3.7155  1.6526  -4.8790  0.085
H  -4.2401  1.1932  -3.2519  0.074
H  -4.1625  -0.0313  -4.5387  0.082

Force components x, y, z for each atom (eV/Å):
Ca -0.259 0.353 -0.389
O 0.033 -0.043 0.054
S -0.073 0.269 0.092
O 0.048 0.066 0.027
N -0.113 -0.594 0.108
C -0.080 0.077 -0.095
C -0.138 -0.102 0.093
C 0.037 0.127 0.037
C 0.054 -0.027 -0.116
C -0.119 -0.133 0.044
C -0.007 0.007 0.003
C 0.039 0.072 0.019
C 0.050 -0.013 -0.106
N -0.124 0.126 0.318
C 0.012 -0.027 0.103
C -0.140 -0.125 0.288
C 0.093 0.081 -0.144
C 0.000 -0.061 0.048
C -0.018 0.021 -0.035
C -0.014 -0.039 -0.066
C -0.127 -0.096 0.107
H 0.016 0.029 -0.015
H -0.003 -0.019 -0.006
H -0.004 0.004 0.010
H 0.001 0.000 0.002
H 0.005 -0.001 -0.004
H -0.008 -0.009 0.003
H 0.002 0.015 0.018
H -0.002 -0.001 -0.005
H -0.001 0.003 0.008
H 0.024 -0.008 -0.012
H -0.007 0.000 0.013
N 0.006 0.020 -0.005
C -0.006 -0.032 0.014
C 0.000 0.017 -0.010
C 0.014 -0.010 0.040
C 0.011 -0.077 -0.071
C -0.050 0.016 -0.003
C 0.000 -0.005 0.005
S 0.328 -0.193 0.172
O 0.526 -0.015 -0.046
O -0.125 -0.010 -0.012
N 0.229 0.340 -0.097
C -0.499 -0.311 -0.041
S 0.249 0.030 -0.062
C -0.070 0.103 -0.064
C 0.052 -0.055 0.042
N 0.180 0.036 0.026
H 0.001 -0.008 0.005
H -0.005 0.002 -0.005
H -0.003 -0.003 0.000
H -0.006 0.002 0.001
H 0.006 0.003 -0.003
H 0.008 -0.007 -0.003
H 0.015 0.004 0.033
H -0.020 -0.017 0.015
C -0.024 0.025 0.008
C 0.055 -0.102 -0.031
C -0.037 0.105 0.003
C -0.038 -0.130 0.036
O -0.094 0.113 0.040
Si 0.185 -0.068 -0.037
O -0.120 0.245 -0.156
O -0.045 0.052 -0.045
C -0.014 -0.041 0.090
C 0.023 0.068 -0.077
C 0.016 0.032 -0.009
C 0.100 -0.031 -0.027
O -0.133 0.009 -0.073
C 0.097 0.046 0.022
C -0.003 -0.022 0.010
C 0.000 -0.148 0.005
C -0.061 -0.031 -0.042
H 0.007 0.002 -0.009
H 0.001 -0.006 -0.001
H 0.005 -0.009 -0.004
H -0.012 -0.017 -0.005
H 0.013 -0.016 -0.006
H 0.007 -0.022 0.018
H -0.003 -0.013 -0.028
H 0.059 0.022 -0.045
H 0.018 0.095 -0.067
H -0.008 -0.010 0.003
H 0.009 -0.027 0.027
H -0.009 0.004 0.016
H -0.007 -0.015 0.004
H -0.002 0.002 -0.009
H -0.004 -0.013 -0.016
H -0.034 0.028 0.017
H -0.004 -0.003 0.016
H -0.008 0.012 0.000
H 0.002 0.005 0.004
H 0.018 0.005 0.000
H -0.015 0.006 0.004
H -0.003 0.005 0.015
H -0.022 0.032 -0.008
H 0.035 0.033 -0.004
H 0.008 0.005 0.014
H 0.030 -0.016 0.028
H -0.009 0.007 -0.012

Summary:
Molecular weight   841.16 g mol⁻¹
Charge   -1
Relative energy (zero: lowest compared OMol25 entry of this formula, charge and spin)   0.834 eV
HOMO-LUMO gap   7.33 eV

=====

Record 3
Density functional theory data (ωB97M-V with the def2-TZVPD basis set) for a 2-piece molecular cluster, C13H29N4O4S overall.

Last column: natural (NBO) charge in e.
Positions of all 51 atoms, in Å:
C  0.3665  0.7119  1.6172  -0.613
C  -0.4316  -0.5998  1.4468  -0.441
C  0.4154  -1.6735  0.7676  -0.069
O  0.0890  -1.8120  -0.6328  -0.375
N  0.8568  -0.8920  -1.3881  -0.413
C  1.8776  -1.6240  -2.0224  0.707
N  1.6831  -2.9614  -2.2349  -0.794
N  2.9312  -0.9905  -2.3725  -0.440
C  3.1155  0.4580  -2.1405  -0.264
C  3.7041  0.7358  -0.7777  -0.409
C  3.7457  2.2323  -0.3979  -0.417
C  3.2847  3.2067  -1.4489  -0.076
O  4.1391  3.1883  -2.5894  -0.729
S  -0.1944  -0.2607  -2.6422  2.274
C  -1.8648  -0.3496  -2.0316  -0.856
O  0.1103  1.1047  -2.8346  -0.921
O  -0.0209  -1.0610  -3.7958  -0.919
H  0.3742  0.9844  2.6602  0.243
H  -0.0541  1.5195  1.0372  0.212
H  1.3943  0.6052  1.2989  0.185
H  -0.7445  -0.9637  2.4095  0.242
H  -1.3268  -0.4353  0.8718  0.209
H  1.4728  -1.5084  0.9180  0.179
H  0.1495  -2.6301  1.1904  0.210
H  2.0188  -3.5135  -1.4486  0.420
H  2.2334  -3.2375  -3.0467  0.399
H  3.6581  -1.5238  -2.8327  0.434
H  3.8055  0.8161  -2.8848  0.252
H  2.1910  0.9783  -2.3132  0.251
H  4.7245  0.3742  -0.7956  0.216
H  3.2192  0.1636  0.0009  0.205
H  3.0921  2.3763  0.4509  0.222
H  4.7423  2.5016  -0.0932  0.228
H  3.3310  4.1952  -1.0045  0.187
H  2.2431  3.0591  -1.7095  0.168
H  3.5810  3.3398  -3.3662  0.478
H  -2.0670  -1.2735  -1.5191  0.273
H  -1.9831  0.5110  -1.3986  0.262
H  -2.4458  -0.2536  -2.9358  0.282
C  -4.8817  -1.7624  2.6067  -0.611
C  -5.4744  -0.6797  3.5016  -0.380
C  -4.8519  0.6994  3.2617  -0.515
C  -3.4370  0.7375  3.6272  0.308
N  -2.3298  0.7699  3.9280  -0.361
H  -3.8190  -1.9086  2.8109  0.206
H  -5.3847  -2.7135  2.7753  0.226
H  -4.9966  -1.5043  1.5513  0.197
H  -5.3537  -0.9635  4.5476  0.216
H  -6.5463  -0.6081  3.3140  0.216
H  -5.3806  1.4503  3.8502  0.261
H  -4.9609  0.9852  2.2140  0.241

Force components x, y, z for each atom (eV/Å):
C -0.483 -0.278 0.075
C 1.398 0.453 -0.252
C -1.294 0.070 0.497
O 0.671 -0.021 -0.150
N -0.525 -0.448 0.495
C -0.535 -0.219 0.491
N 1.008 -0.404 -0.388
N 0.039 0.677 -0.307
C 0.317 0.204 -0.185
C 0.730 0.117 0.094
C -0.460 -0.452 -0.283
C 0.257 0.584 0.153
O -0.461 -0.368 -0.370
S -1.307 0.692 -0.887
C 0.876 -0.247 0.299
O 0.504 1.469 0.676
O 0.174 -1.515 -0.519
H -0.034 0.350 0.263
H -0.175 0.344 -0.059
H 0.318 -0.121 -0.090
H -0.133 -0.122 0.417
H -0.418 -0.058 -0.230
H 0.367 0.025 -0.160
H 0.017 -0.518 -0.128
H -0.630 -0.182 0.131
H -0.106 -0.208 0.047
H 0.126 0.131 0.036
H 0.210 0.019 -0.384
H -0.323 -0.079 -0.012
H 0.325 -0.200 0.026
H -0.417 -0.154 0.133
H -0.133 0.149 0.374
H 0.401 0.083 0.144
H -0.020 0.315 0.139
H -0.285 -0.238 -0.239
H 0.379 0.122 0.171
H -0.084 -0.285 0.045
H -0.181 0.282 0.320
H -0.143 0.045 -0.331
C 0.021 0.026 0.050
C 0.018 -0.235 -0.138
C -0.276 -0.070 0.140
C -0.023 0.128 -0.039
N 0.095 -0.096 -0.089
H 0.006 0.026 -0.006
H 0.011 -0.016 -0.021
H -0.005 -0.006 -0.001
H 0.001 0.074 0.029
H -0.004 0.087 0.024
H 0.095 0.057 0.021
H 0.090 0.007 -0.020

Summary:
Molecular weight   337.47 g mol⁻¹
Charge   +1
HOMO-LUMO gap   9.00 eV

=====

F_max / hartree/bohr: 0.0450, 0.0119, 0.0335